No. 1
Formula: C40H80O18
Source: OMol25
Level of theory: ωB97M-V/def2-TZVPD

```
! RIJCOSX wB97M-V def2-TZVPD def2/J DEFGRID3
* xyz 0 1
C -28.58392 14.88365 6.25966
C -27.42914 15.18011 7.20390
O -27.66789 14.55642 8.48765
C -26.61520 14.24742 9.22300
O -26.63633 13.52703 10.17103
O -25.57242 14.99712 8.84030
C -24.33694 14.83166 9.49220
H -29.59562 14.91243 6.67128
H -28.51838 13.80591 6.07171
H -28.54362 15.50790 5.37285
H -27.32897 16.25147 7.36512
H -26.50145 14.77130 6.81425
H -23.77602 13.99599 9.06160
H -24.35536 14.66273 10.56631
H -23.71514 15.69620 9.26351
C -21.18971 14.13490 0.40127
C -22.31786 14.17767 1.42760
O -21.65536 14.22953 2.69812
C -22.32736 13.83513 3.75952
O -23.49149 13.55570 3.78409
O -21.50721 13.79309 4.80447
C -22.13594 13.74970 6.07221
H -20.49018 13.35092 0.68553
H -20.62566 15.06774 0.44628
H -21.57261 13.99376 -0.60769
H -22.90283 13.25748 1.39512
H -22.95248 15.05876 1.33068
H -21.49496 14.24471 6.79952
H -22.17211 12.72393 6.45074
H -23.13407 14.17858 6.08302
C -22.59585 22.40386 11.42770
C -22.75483 22.88942 9.99071
O -21.56593 23.57360 9.58122
C -21.48834 24.89371 9.84007
O -22.40670 25.60721 10.12779
O -20.22113 25.22061 9.67463
C -19.78733 26.57927 9.70255
H -21.77692 21.68663 11.45048
H -23.51314 21.95200 11.80860
H -22.42985 23.23835 12.11057
H -23.62408 23.54124 9.89744
H -22.88195 22.07083 9.28525
H -18.74605 26.62354 10.00835
H -20.41122 27.12561 10.40847
H -19.85936 26.97533 8.68994
C -19.58617 18.84391 10.30040
C -19.34120 19.39500 8.88888
O -19.76250 18.53917 7.84523
C -21.06158 18.36450 7.60345
O -21.95747 18.90923 8.20675
O -21.20596 17.42099 6.71267
C -22.53526 17.10772 6.32574
H -19.41649 19.65756 11.00551
H -18.98289 17.96191 10.51334
H -20.61678 18.52001 10.47326
H -18.26473 19.47397 8.79012
H -19.79797 20.38320 8.84134
H -23.05104 16.47264 7.04763
H -22.47730 16.58760 5.37360
H -23.20756 17.95645 6.19813
C -23.69326 23.14229 4.79910
C -22.74070 22.80442 5.92133
C -22.45792 21.30966 5.76879
O -23.00402 20.93600 4.48189
C -23.33087 22.08828 3.73094
H -23.64957 24.14387 4.37698
H -24.69496 22.88716 5.15094
H -23.23265 23.05971 6.86305
H -21.79795 23.35550 5.92062
H -22.97006 20.70584 6.51424
H -21.38237 21.15654 5.66848
H -24.17446 21.84390 3.08518
H -22.50932 22.45829 3.10470
C -17.37323 23.79128 9.71382
C -16.11156 23.21693 9.11369
C -16.51644 21.76708 8.81030
O -17.37567 21.44258 9.87086
C -18.21823 22.56736 10.12271
H -17.96599 24.37033 9.00381
H -17.20507 24.45023 10.56650
H -15.32766 23.22509 9.87101
H -15.72243 23.67265 8.20111
H -15.59560 21.17763 8.80726
H -17.04202 21.55273 7.86854
H -18.60822 22.67745 11.13311
H -19.08484 22.48942 9.45913
C -21.68532 15.91042 15.44658
C -20.88087 17.06336 14.87466
C -21.33824 17.18254 13.43684
O -21.56278 15.82910 13.05766
C -22.01436 15.05855 14.18253
H -22.60530 16.23972 15.93896
H -21.14344 15.41488 16.25185
H -19.81952 16.84558 15.01785
H -20.99306 18.00434 15.42386
H -20.47876 17.54503 12.87041
H -22.19154 17.85631 13.33875
H -21.38837 14.16877 14.23567
H -23.07974 14.89541 14.03388
C -25.54277 20.15666 5.84792
C -25.80716 20.04620 7.35366
C -25.34029 18.68163 7.78994
O -25.55105 17.88190 6.61404
C -25.21640 18.69852 5.50558
H -24.67006 20.78328 5.66958
H -26.42224 20.61412 5.40044
H -26.84782 20.20071 7.64108
H -25.26921 20.82324 7.91161
H -25.91241 18.29540 8.63609
H -24.29571 18.58560 8.11497
H -25.73793 18.33430 4.61927
H -24.14328 18.61813 5.29184
C -13.79152 16.87732 6.89505
C -14.18962 18.30305 7.21326
C -15.49048 18.05911 7.98385
O -15.18424 16.86100 8.76158
C -14.04125 16.17851 8.22332
H -12.75284 16.73341 6.58485
H -14.39521 16.53521 6.05199
H -14.29178 18.90536 6.31086
H -13.50441 18.80459 7.89844
H -16.38125 17.81372 7.40585
H -15.66087 18.79814 8.76432
H -14.24022 15.10934 8.16183
H -13.21721 16.36982 8.91673
C -19.05102 15.31180 8.43844
C -20.33524 15.20515 9.24712
C -19.79267 14.92164 10.65194
O -18.65009 14.12374 10.44125
C -17.99978 14.50229 9.22758
H -18.72116 16.35320 8.47362
H -19.04894 15.07077 7.37600
H -20.89157 14.30850 8.94965
H -21.05868 16.01583 9.15747
H -20.47431 14.38794 11.30854
H -19.56868 15.87625 11.14694
H -17.70635 13.61329 8.66830
H -17.11665 15.10473 9.44523
*
```

LUMO level ... 0.5 eV
DFT total energy ... -2926.3090 Eh
Gap between HOMO and LUMO ... 9.57 eV

No. 2
Formula: C40H80O20S10
Source: OMol25
Level of theory: ωB97M-V/def2-TZVPD

```
! RIJCOSX wB97M-V def2-TZVPD def2/J DEFGRID3
* xyz 0 1
O 1.47021 3.33586 -1.04515
S 2.20435 3.39328 0.20552
O 3.36293 2.54996 0.30169
C 2.70640 5.02702 0.65820
C 3.12922 4.83883 2.08883
C 2.00139 3.99016 2.79787
C 1.22004 3.24360 1.68899
H 1.88782 5.71080 0.49434
H 3.42694 5.34681 -0.10038
H 4.18436 4.40756 2.05818
H 3.17039 5.72270 2.69543
H 1.33630 4.65310 3.42097
H 2.41627 3.29505 3.54427
H 0.25114 3.63885 1.35891
H 1.21640 2.11912 1.94415
O -0.24613 -0.13043 4.07197
S -1.68271 0.01151 4.12395
O -2.54998 -1.14217 4.10056
C -2.23779 1.12649 5.43332
C -2.69811 2.44653 4.84527
C -3.07610 2.06651 3.42970
C -2.05683 1.18117 2.83284
H -1.41857 1.20721 6.13845
H -3.05579 0.59991 5.99056
H -3.51011 2.79635 5.47588
H -1.97274 3.24029 4.90365
H -3.26298 2.85120 2.76735
H -4.05658 1.49258 3.51929
H -1.14507 1.80320 2.73998
H -2.34959 0.63703 1.98418
O 2.92171 -0.45095 0.53479
S 1.83881 -0.96710 -0.34180
O 2.34023 -1.50254 -1.60460
C 0.84281 -2.21681 0.34741
C -0.48456 -1.57058 0.66588
C -0.72851 -0.43754 -0.46283
C 0.54915 0.32344 -0.61475
H 1.35000 -2.62675 1.23879
H 0.69383 -2.97715 -0.40017
H -1.25897 -2.34032 0.62429
H -0.44950 -0.99222 1.66145
H -1.47752 0.24465 -0.14662
H -1.00360 -0.80836 -1.40535
H 0.64107 1.12018 0.11265
H 0.62784 0.84306 -1.53569
O -4.35349 -3.37350 4.31692
S -3.69296 -4.41469 3.60671
O -4.45524 -5.43010 2.96707
C -2.52069 -3.78112 2.50187
C -1.11782 -4.38112 2.85581
C -1.29760 -5.52236 3.87051
C -2.47400 -5.07857 4.71765
H -2.55466 -2.67495 2.38969
H -2.91128 -4.18139 1.56649
H -0.63908 -4.74698 1.96880
H -0.46747 -3.59108 3.17857
H -0.42276 -5.80555 4.44202
H -1.65447 -6.48096 3.34210
H -2.22086 -4.26572 5.36430
H -2.97458 -5.85003 5.22599
O -0.78136 3.44286 -5.83340
S -0.14094 2.19891 -6.24250
O -0.89275 1.02923 -6.59369
C 1.04789 2.62045 -7.46119
C 2.26059 1.78754 -7.05009
C 2.36314 1.88829 -5.55961
C 1.00409 1.81632 -4.96560
H 1.15711 3.70093 -7.50253
H 0.65807 2.29208 -8.44906
H 2.03978 0.78220 -7.38235
H 3.14205 2.13673 -7.54248
H 2.86105 2.77410 -5.16280
H 2.96373 1.04261 -5.20872
H 0.89868 2.52736 -4.11951
H 0.77552 0.85849 -4.55420
O -4.00707 3.87345 0.32759
S -2.76639 3.60156 -0.35113
O -1.78746 2.78404 0.36095
C -3.07219 2.86569 -1.91970
C -2.93245 4.02302 -2.91373
C -1.79714 4.83652 -2.46470
C -2.05218 5.09728 -0.94116
H -4.05544 2.40157 -1.87556
H -2.27870 2.09183 -2.06100
H -2.78169 3.72984 -3.92235
H -3.90054 4.51032 -2.95591
H -1.69298 5.82638 -2.94278
H -0.80289 4.38543 -2.56822
H -2.77039 5.91428 -0.73533
H -1.07045 5.33061 -0.44477
O 4.02931 -4.54044 4.19541
S 3.16287 -3.43401 3.95964
O 2.27962 -3.58342 2.81079
C 2.21439 -3.00056 5.36740
C 2.42619 -1.43473 5.62532
C 2.98676 -0.86420 4.30951
C 4.05562 -1.83483 3.68386
H 2.76037 -3.45793 6.19535
H 1.19586 -3.20656 5.21159
H 1.50309 -0.86418 5.92380
H 3.14534 -1.29317 6.44478
H 3.41351 0.07822 4.52678
H 2.18690 -0.72055 3.50966
H 5.01070 -1.86021 4.26347
H 4.22321 -1.61832 2.66532
O -6.17549 -1.46039 -0.48093
S -5.59141 -0.81909 0.66154
O -4.17607 -0.57671 0.74933
C -6.46682 0.74385 0.91118
C -7.34222 0.55452 2.14379
C -6.53126 -0.42933 3.09361
C -6.10712 -1.57222 2.23900
H -6.96306 0.99104 -0.00313
H -5.65452 1.48397 1.12895
H -7.41462 1.50159 2.64683
H -8.37070 0.10713 1.89323
H -7.23682 -0.68958 3.84771
H -5.62839 0.02651 3.54893
H -6.94370 -2.20974 1.91480
H -5.30764 -2.10250 2.74511
O -0.27632 -1.33215 -3.52813
S -0.06925 -2.58658 -4.26703
O -0.97775 -3.68123 -4.02106
C 0.17401 -2.28188 -5.94983
C 1.69889 -2.52233 -6.12199
C 2.13010 -3.71176 -5.17731
C 1.51045 -3.29573 -3.87378
H -0.20610 -1.29983 -6.10155
H -0.52912 -3.01652 -6.47832
H 1.95472 -2.62810 -7.21962
H 2.19637 -1.62097 -5.83110
H 3.22263 -3.95069 -5.18406
H 1.63790 -4.67334 -5.45470
H 1.98944 -2.45667 -3.37711
H 1.21913 -4.01659 -3.07873
O 5.00050 -1.00139 -4.98885
S 5.82414 -0.68843 -3.84694
O 7.16072 -0.17029 -4.04909
C 4.87655 0.41878 -2.78002
C 5.40711 0.14636 -1.40965
C 5.70760 -1.35992 -1.35356
C 5.85748 -2.02041 -2.76479
H 3.84931 0.15118 -2.76066
H 4.91657 1.36769 -3.16390
H 6.33193 0.76248 -1.24759
H 4.72499 0.51473 -0.61544
H 4.89919 -1.89284 -0.90616
H 6.50095 -1.60917 -0.72049
H 4.94439 -2.52969 -2.97088
H 6.73995 -2.62174 -2.91144
*
```

LUMO level ... -0.1 eV
DFT total energy ... -7058.6066 Eh
Gap between HOMO and LUMO ... 9.78 eV

Number 1 is which compound? C40H80O18

The highest gap between HOMO and LUMO belongs to which entry? C40H80O20S10

Among the records above, which one has the highest gap between HOMO and LUMO? C40H80O20S10

Which of these has the lowest gap between HOMO and LUMO? C40H80O18